{"formula": "C15H26O15", "method": "ωB97M-V/def2-TZVPD", "smiles": "COC(=O)OC.COC(=O)OC.COC(=O)OC.O=C1OCCO1.O=C1OCCO1", "homo_lumo_gap_ha": 0.3629, "largest_force_ha_per_bohr": 0.129, "energy_ha": -1715.507397, "lumo_ev": -0.08, "e_homo_ev": -9.96, "symbols": ["C", "O", "C", "O", "O", "C", "H", "H", "H", "H", "H", "H", "C", "O", "C", "O", "O", "C", "H", "H", "H", "H", "H", "H", "C", "O", "C", "O", "O", "C", "H", "H", "H", "H", "H", "H", "O", "C", "O", "C", "C", "O", "H", "H", "H", "H", "O", "C", "O", "C", "C", "O", "H", "H", "H", "H"], "positions_angstrom": [[-0.45297, 0.48864, -4.18106], [-0.80952, 1.35038, -3.06427], [-2.09865, 1.77341, -2.97139], [-3.01709, 1.31478, -3.69339], [-2.27026, 2.86752, -2.17917], [-1.13365, 3.43435, -1.41294], [-0.87441, 0.86483, -5.11325], [-0.75274, -0.55931, -4.17500], [0.63452, 0.53562, -4.23825], [-0.39882, 3.95009, -2.03112], [-0.61344, 2.72164, -0.77301], [-1.35320, 4.19047, -0.65917], [0.72001, -1.85073, 1.53618], [-0.38038, -2.71284, 1.61278], [-0.30452, -3.75202, 2.52494], [0.53562, -3.87605, 3.36291], [-1.31203, -4.55002, 2.24571], [-2.64506, -4.12811, 2.04981], [0.81519, -1.32795, 0.58447], [1.70070, -2.24101, 1.80824], [0.78993, -1.25013, 2.44309], [-2.84798, -3.57794, 2.96863], [-3.41630, -4.88599, 1.91237], [-2.59497, -3.44992, 1.19796], [-1.60559, -0.38696, 3.46941], [-1.09222, 0.90800, 3.91165], [0.09594, 1.26604, 3.55783], [0.88925, 0.70336, 2.82111], [0.32638, 2.45761, 4.10970], [1.58513, 3.01758, 4.03243], [-2.66759, -0.29018, 3.69496], [-1.12649, -1.19426, 4.02335], [-1.57806, -0.40917, 2.37998], [2.41927, 2.32962, 4.17035], [1.77809, 3.65256, 4.89711], [1.74049, 3.58743, 3.11634], [2.87136, 2.06445, -3.54930], [2.65180, 0.87623, -3.42360], [3.34342, -0.06357, -3.89774], [3.17445, -1.28458, -3.14971], [1.85285, -0.99575, -2.48818], [1.81283, 0.43597, -2.60503], [3.09224, -2.13938, -3.82103], [4.01812, -1.28568, -2.45954], [2.00512, -1.37170, -1.47646], [1.11615, -1.42647, -3.16630], [-0.47082, 2.10670, 1.68007], [-0.42808, 1.25932, 0.83782], [-1.35195, 0.34879, 0.53515], [-1.20709, -0.04664, -0.81734], [0.28085, 0.12397, -0.99338], [0.56598, 1.22915, -0.13015], [-1.65130, -1.02562, -0.99726], [-1.77785, 0.63850, -1.44416], [0.63088, 0.32777, -2.00534], [0.78624, -0.74300, -0.56790]], "mulliken_charge": [-0.7580, -0.3458, 0.8165, -0.6527, -0.3202, -0.3400, 0.4543, 0.2626, 0.1703, 0.3175, 0.0923, 0.3799, -0.4527, -0.0914, 0.6077, -0.5257, -0.3957, -0.3934, -0.2577, 0.5782, 0.3483, 0.2407, 0.2569, 0.1341, -0.3229, -0.4056, 1.0400, -0.6631, -0.3620, -0.7844, 0.3201, 0.2492, 0.1489, 0.2889, 0.3108, 0.2794, -0.6127, 0.9171, -0.3701, -0.5341, -0.0715, -0.2286, 0.3359, 0.3291, 0.1800, 0.2699, -0.5707, 0.3560, -0.3775, 0.0403, 1.9264, -0.4471, 0.3149, 0.1162, -0.7410, -1.0579]}